# C6H8

The molecule C6H8 (wB97M-V/def2-TZVPD, the OMol25 dataset).

Values from the calculation:
Multiplicity: 1
Charge: 0
Energy above the lowest of the compared OMol25 structures with the same formula, charge and spin (eV): 4.859
Gap between HOMO and LUMO (alpha / beta) (eV): 8.30 / 8.50

Geometry (Å):
C (-2.0288, -1.4773, -1.0873)
C (-1.2124, -1.2757, -0.2234)
C (-0.1772, -1.0115, 0.7936)
C (1.0967, -0.4329, 0.2665)
C (1.2432, 1.0302, 0.0222)
C (0.0192, 1.7648, 0.0304)
H (-2.7522, -1.6641, -1.8499)
H (-0.5936, -0.2954, 1.5243)
H (0.0499, -1.9624, 1.2971)
H (1.7168, -1.1100, -0.3229)
H (1.4847, 0.8932, -1.0622)
H (2.1162, 1.5109, 0.4823)
H (-0.1235, 2.6543, 0.6363)
H (-0.8387, 1.3759, -0.5070)

Atoms 1-3, force components in eV/Å:
C 0.350 0.071 0.366
C -0.248 -0.051 -0.486
C -0.125 0.028 0.343

# C6H8BrN

The molecule C6H8BrN (wB97M-V/def2-TZVPD, the OMol25 dataset).

Values from the calculation:
Multiplicity: 1
Charge: 0
Energy above the lowest of the compared OMol25 structures with the same formula, charge and spin (eV): 2.542
Gap between HOMO and LUMO (alpha / beta) (eV): 8.15 / 8.15

Geometry (Å):
C (2.7146, -1.8165, -0.1909)
C (1.1248, -0.1031, -0.9518)
C (0.7035, -0.1344, 1.3689)
C (0.0144, 0.4088, 0.0299)
C (2.3444, -0.4595, -0.0939)
C (-1.4275, -0.0475, -0.1894)
N (2.9172, -2.9146, -0.0135)
Br (3.8315, 0.6516, 0.1130)
H (0.8858, -1.0044, -1.4359)
H (1.3292, 0.6908, -1.5946)
H (0.9841, 0.4928, 2.1338)
H (0.5564, -1.1803, 1.3539)
H (0.0492, 1.4476, 0.0083)
H (-1.6570, -1.0735, -0.2599)
H (-1.8111, 0.3765, -1.1339)
H (-2.0558, 0.4083, 0.5621)

Atoms 1-3, force components in eV/Å:
C -0.451 1.987 0.898
C -0.577 0.812 1.748
C 1.192 -0.839 -5.978

# C6H8BrN2O

The ion C6H8BrN2O with charge +1 (wB97M-V/def2-TZVPD, the OMol25 dataset).

Values from the calculation:
Multiplicity: 3
Charge: +1
Gap between HOMO and LUMO (alpha / beta) (eV): 6.36 / 5.87

Geometry (Å):
C (-1.2065, -1.0712, -0.9787)
C (-1.6649, 0.0566, -0.2459)
C (0.5347, 0.0247, -0.1631)
C (3.1978, -0.3098, 1.5344)
C (-3.0455, 0.5462, -0.2713)
C (2.0148, 0.1741, 0.2395)
N (0.1903, -1.0549, -0.8530)
N (-0.5630, 0.6587, 0.2602)
O (2.9308, -0.9727, 2.4909)
Br (4.7805, 0.5760, 1.2814)
H (-1.6749, -1.7772, -1.5310)
H (-3.6027, -0.3295, -0.3690)
H (-3.4251, 1.1039, 0.5679)
H (-3.2739, 1.1790, -1.0571)
H (2.5516, -0.1904, -0.6669)
H (2.1635, 1.3443, 0.3940)
H (0.9103, -1.5460, -1.3344)
H (-0.8179, 1.5883, 0.7021)

Atoms 1-3, force components in eV/Å:
C 3.442 1.705 1.415
C 1.167 0.202 -0.649
C 7.991 2.215 2.625

# C6H8BrNO

The molecule C6H8BrNO (wB97M-V/def2-TZVPD, the OMol25 dataset).

Values from the calculation:
Multiplicity: 1
Charge: 0
Energy above the lowest of the compared OMol25 structures with the same formula, charge and spin (eV): 2.020
Gap between HOMO and LUMO (alpha / beta) (eV): 5.41 / 5.40

Geometry (Å):
C (0.4331, 0.5791, 1.7562)
C (1.3755, -1.5635, -2.5424)
C (0.4481, -0.9285, -1.7770)
C (-0.5088, 1.1449, 2.6370)
C (0.6321, -0.4190, -0.5000)
C (-1.4790, 0.6711, -0.1126)
N (-0.1237, 0.2523, 0.3591)
O (1.5974, 0.2871, 1.9521)
Br (-0.0128, 1.5643, 4.3337)
H (0.9334, -1.7967, -3.4265)
H (2.3038, -1.9438, -2.2319)
H (-0.5783, -1.0822, -2.2001)
H (-1.3446, 1.7337, 2.2509)
H (1.6683, -0.7242, -0.0728)
H (-2.0794, 0.6599, 0.8132)
H (-1.4192, 1.6794, -0.5429)
H (-1.8460, -0.1140, -0.6960)

Atoms 1-3, force components in eV/Å:
C -0.836 0.877 1.215
C -1.635 1.365 2.944
C -1.709 -1.574 -2.571